No. 1
C41H44AgN3Se as an isolated structure, computed with ωB97M-V with the def2-TZVPD basis set.

Atoms and positions in Å:
Ag: 0.2911 -1.2453 1.3742
C: 3.4888 1.4379 -1.4334
C: 2.9569 0.7958 -0.1516
C: 3.9878 -0.1581 0.4589
C: 2.5091 1.8199 0.8775
C: 3.4321 2.7268 1.3795
C: 3.1030 3.6041 2.4023
C: 1.8257 3.5417 2.9439
C: 0.8663 2.6580 2.4643
C: -0.5135 2.6862 3.0956
C: -1.6020 3.1136 2.1051
C: -0.8900 1.3664 3.7674
C: 1.1840 1.7978 1.3850
N: 0.2219 0.9478 0.8566
C: -0.0058 1.0770 -0.5036
C: -0.3474 0.0109 -1.3275
N: -0.3071 -1.2834 -0.9272
C: -0.9747 -2.2288 -1.6806
C: -0.2331 -3.2350 -2.3574
C: -0.8883 -4.1573 -3.1620
C: -2.2668 -4.1411 -3.3207
C: -2.9964 -3.2011 -2.6122
C: -2.3929 -2.2602 -1.7822
C: -3.3510 -1.3655 -0.9971
C: -3.7263 -0.0613 -1.7124
C: -2.9525 -1.0800 0.4520
C: 1.2844 -3.3229 -2.2865
C: 1.7863 -3.7278 -0.8997
C: 2.0093 -2.0652 -2.7796
C: -0.5422 0.5306 -2.7046
C: -0.8482 -0.0106 -3.9263
C: -0.9358 0.8538 -5.0558
C: -0.7269 2.2053 -4.9741
C: -0.3977 2.7911 -3.7164
C: -0.1241 4.1684 -3.4510
C: 0.1896 4.5480 -2.1724
C: 0.2670 3.6354 -1.0819
C: 0.0126 2.3012 -1.3076
C: -0.3212 1.9290 -2.6426
H: 3.7388 0.6668 -2.1678
H: 4.3934 2.0240 -1.2397
H: 2.7412 2.0995 -1.8742
H: 2.0871 0.1972 -0.4233
H: 4.8974 0.3772 0.7486
H: 4.2614 -0.9359 -0.2601
H: 3.5792 -0.6454 1.3467
H: 4.4397 2.7377 0.9727
H: 3.8323 4.3099 2.7839
H: 1.5583 4.2083 3.7592
H: -0.4667 3.4507 3.8814
H: -1.7124 2.3623 1.3224
H: -1.3530 4.0657 1.6306
H: -2.5601 3.2252 2.6230
H: -0.9909 0.5873 3.0122
H: -1.8425 1.4659 4.2987
H: -0.1312 1.0468 4.4847
H: -0.2971 -4.8984 -3.6930
H: -2.7621 -4.8626 -3.9606
H: -4.0809 -3.2047 -2.6859
H: -4.2739 -1.9559 -0.9474
H: -2.9047 0.6529 -1.6874
H: -4.5853 0.3985 -1.2129
H: -3.9899 -0.2428 -2.7571
H: -2.1964 -0.2974 0.5209
H: -2.5573 -1.9779 0.9325
H: -3.8344 -0.7491 1.0105
H: 1.5578 -4.1332 -2.9744
H: 1.5726 -2.9439 -0.1734
H: 2.8682 -3.8929 -0.9189
H: 1.3012 -4.6435 -0.5557
H: 1.8671 -1.2396 -2.0845
H: 1.6361 -1.7505 -3.7570
H: 3.0818 -2.2681 -2.8696
H: -1.0381 -1.0700 -4.0510
H: -1.1862 0.4164 -6.0169
H: -0.8099 2.8294 -5.8583
H: -0.1600 4.8976 -4.2536
H: 0.4019 5.5941 -1.9748
H: 0.5447 4.0030 -0.1017
Se: 0.7846 -3.1322 3.0001
C: -0.1943 -2.6681 4.5570
C: 0.2385 -3.0675 5.8266
C: -0.5203 -2.7664 6.9428
N: -1.6760 -2.0995 6.9145
C: -2.0863 -1.7176 5.7008
C: -1.4063 -1.9720 4.5241
H: 1.1717 -3.6067 5.9323
H: -0.1783 -3.0782 7.9271
H: -3.0237 -1.1693 5.6704
H: -1.8086 -1.6300 3.5796

Properties
Multiplicity: 1
Charge: -2
Energy relative to the best compared isomer or geometry (same formula, charge and spin), kcal per mole: 2.5
Lowest unoccupied orbital energy, eV: 4.646
HOMO-LUMO gap, eV: 4.7
Electronic energy, a.u.: -4301.505665
Highest occupied orbital energy, eV: -0.034

No. 2
C41H44AsF5I2IrNPSb as an isolated structure, computed with ωB97M-V with the def2-TZVPD basis set.

Atoms and positions in Å:
Ir: -0.5514 0.1166 0.4154
I: 1.5877 -3.7062 1.8622
C: 2.6966 -1.9725 1.4427
I: 1.7295 -0.0797 1.7122
H: 3.0400 -1.9921 0.4163
H: 3.5257 -1.9132 2.1404
C: -1.0555 0.0343 4.1060
Sb: -1.8769 -0.8380 2.3638
C: -2.1650 -2.8354 2.9790
C: -3.8334 -0.0616 2.2643
H: -1.8307 0.0587 4.8717
H: -0.7054 1.0445 3.9080
H: -0.2244 -0.5787 4.4500
H: -2.7021 -2.7657 3.9257
H: -1.2079 -3.3248 3.1397
H: -2.7581 -3.3807 2.2574
H: -4.2984 -0.2347 3.2345
H: -4.3924 -0.5855 1.4933
H: -3.8135 1.0057 2.0546
C: -1.3980 3.5935 0.0679
C: -1.1801 5.1034 -0.0879
As: -0.8703 5.7888 -1.9271
C: 1.0835 5.9412 -1.9313
C: 1.8194 5.2750 -2.9062
C: 3.2002 5.4272 -2.9774
C: 3.8514 6.2606 -2.0799
C: 3.1212 6.9410 -1.1119
C: 1.7465 6.7808 -1.0382
C: -1.2240 7.6766 -1.5979
C: -0.9864 8.5252 -2.6781
C: -1.1980 9.8892 -2.5623
C: -1.6583 10.4214 -1.3647
C: -1.9028 9.5838 -0.2888
C: -1.6860 8.2150 -0.4032
P: 0.0284 2.4568 -0.0204
C: 0.5683 2.1778 -1.7144
C: 1.8167 1.5949 -1.9520
C: 2.1966 1.2690 -3.2437
C: 1.3279 1.4978 -4.3021
C: 0.0746 2.0496 -4.0683
C: -0.3099 2.3838 -2.7799
C: 1.3231 3.1872 0.9986
C: 2.5186 3.6926 0.5041
C: 3.4684 4.1905 1.3885
C: 3.2195 4.2110 2.7515
C: 2.0097 3.7364 3.2472
C: 1.0702 3.2163 2.3748
H: -2.1500 3.2282 -0.6357
H: -1.8042 3.3898 1.0647
H: -0.4146 5.4692 0.5991
H: -2.1261 5.5598 0.2099
H: 1.3150 4.6483 -3.6308
H: 3.7612 4.9164 -3.7498
H: 4.9225 6.4005 -2.1492
H: 3.6233 7.6112 -0.4256
H: 1.1830 7.3416 -0.3002
H: -0.6275 8.1219 -3.6192
H: -1.0081 10.5373 -3.4075
H: -1.8259 11.4860 -1.2731
H: -2.2622 9.9927 0.6464
H: -1.8786 7.5909 0.4599
H: 2.4980 1.4040 -1.1316
H: 3.1699 0.8328 -3.4235
H: 1.6277 1.2463 -5.3107
H: -0.5980 2.2388 -4.8950
H: -1.2786 2.8369 -2.6203
H: 2.7109 3.7271 -0.5609
H: 4.4002 4.5785 1.0002
H: 3.9626 4.6059 3.4313
H: 1.8044 3.7706 4.3089
H: 0.1288 2.8391 2.7641
C: -4.2916 -0.7204 -3.0696
C: -4.2612 0.6035 -2.2887
C: -5.5393 0.7821 -1.4561
C: -4.0454 1.7946 -3.2332
C: -3.1215 0.5383 -1.3606
N: -2.2405 0.4866 -0.6306
H: -5.1334 -0.6886 -3.7609
H: -4.4276 -1.5732 -2.4040
H: -3.3784 -0.8598 -3.6486
H: -6.3891 0.8097 -2.1375
H: -5.5227 1.7153 -0.8930
H: -5.6854 -0.0502 -0.7675
H: -4.8894 1.8430 -3.9206
H: -3.1340 1.6738 -3.8185
H: -4.0000 2.7380 -2.6871
F: 1.5684 -1.3717 -1.2319
C: 0.4573 -2.1423 -1.2189
C: -0.6350 -1.7629 -0.4508
C: -1.7345 -2.5948 -0.5976
F: -2.9086 -2.2831 0.0128
C: -1.7549 -3.7370 -1.3776
F: -2.8583 -4.4710 -1.4605
C: -0.6215 -4.0933 -2.0882
F: -0.6143 -5.1750 -2.8443
C: 0.4920 -3.2747 -2.0130
F: 1.5850 -3.5705 -2.7022

Properties
Multiplicity: 1
Charge: +2
Energy relative to the best compared isomer or geometry (same formula, charge and spin), kcal per mole: 21.6
Lowest unoccupied orbital energy, eV: -6.885
HOMO-LUMO gap, eV: 5.5
Electronic energy, a.u.: -5659.371731
Highest occupied orbital energy, eV: -12.394

The highest highest occupied orbital energy belongs to which entry? C41H44AgN3Se